Record 1
The following is a DFT calculation (ωB97M-V with the def2-TZVPD basis set) of C40H42Cl3N7O5SY as an isolated structure.

```
99
C40H42Cl3N7O5SY ωB97M-V with the def2-TZVPD basis set
C -1.146 3.048 -2.016
C -1.742 -0.746 5.895
N -1.721 -2.102 0.808
H -1.392 1.104 4.863
O -0.516 3.119 -0.935
C 0.221 -6.338 5.967
H 3.210 2.485 2.883
C 1.274 -5.093 -3.436
H -1.685 -1.712 -2.533
C -3.435 1.918 0.115
H -0.664 3.541 4.418
S 2.421 -2.380 3.181
H -3.730 -2.175 0.344
H -0.880 -0.037 -4.056
H -0.261 -2.688 2.206
C 0.885 -3.876 -2.788
C 2.402 1.867 -4.112
H -2.768 -0.508 6.144
N 0.648 0.748 -2.923
C -3.722 -0.007 -1.233
Cl -2.509 4.186 -4.097
C 0.917 -1.353 5.274
H -2.841 2.430 0.871
H 0.565 -3.173 6.361
H -4.374 -0.061 1.366
H -2.222 -3.662 -0.510
H -4.800 0.061 -1.041
H 2.214 1.950 -6.246
N -2.959 0.532 -0.091
C 1.967 -4.908 4.323
H 2.930 -0.763 4.836
H -1.325 -1.392 2.742
O 3.551 2.275 -1.607
C 0.142 -2.241 6.013
H -1.051 -3.793 -3.725
H -3.487 0.567 -2.126
Y -0.374 0.801 -0.602
C -0.017 3.084 3.683
C -1.181 -1.945 6.311
Cl -1.612 5.708 -1.816
C -0.563 2.440 2.587
H 3.336 2.406 -4.040
H -0.455 -6.897 6.601
C 2.907 -4.128 3.456
C -3.310 -0.217 1.142
C 1.804 1.420 -2.944
H 2.945 -4.536 2.445
H 3.916 -4.117 3.863
C 0.345 -0.152 4.860
C 2.130 2.504 2.844
N 1.773 1.261 -0.541
C 1.362 3.128 3.813
O 0.159 -0.823 1.428
H 0.939 0.557 4.289
C 0.584 0.900 -5.308
H 2.803 -2.392 5.539
C -0.185 -5.928 4.703
Cl 0.321 4.564 -3.645
C 0.059 0.500 -4.095
C -0.367 -3.320 -3.035
O -1.673 1.994 -2.426
C 2.365 -5.318 5.591
H -2.730 0.214 1.964
H -1.769 -2.655 6.878
H -4.484 1.921 0.431
N 1.570 -6.075 -3.952
C -0.970 0.154 5.174
N 0.090 -1.538 -1.504
C -0.798 -1.800 1.877
H -3.468 -1.052 -1.403
C -1.643 -3.503 0.400
H -0.605 -3.766 0.196
C 1.498 1.895 1.771
C -1.261 4.336 -2.867
H 0.058 0.677 -6.225
C -3.095 -1.721 1.104
H 2.709 -3.638 -1.666
C 1.780 1.606 -5.317
C 1.729 -3.237 -1.886
H -3.362 2.474 -0.815
H 1.932 -1.557 -0.572
H 1.025 -1.038 1.826
H -1.639 2.382 2.480
H 0.362 -4.906 2.901
C -0.712 -2.160 -2.370
C 1.499 -6.034 6.407
H 1.829 3.631 4.649
N 0.163 1.860 1.631
H 1.823 -6.342 7.393
C 2.330 -1.670 4.876
C 2.376 1.282 0.700
H -3.427 -2.119 2.075
H 3.362 -5.080 5.946
C 1.291 -2.076 -1.275
O 3.473 0.860 0.973
H -1.182 -6.163 4.353
H -2.029 -4.180 1.174
C 2.494 1.688 -1.629
C 0.683 -5.222 3.888
```

Properties
frontier orbital gap	7.87	eV
net charge	+1
strongest force on any atom	1.33	eV Å⁻¹
electronic energy	-4126.0751	hartree
highest occupied orbital energy	-0.407	hartree

Record 2
The following is a DFT calculation (ωB97M-V with the def2-TZVPD basis set) of C27H46BrHgNOP2 as an isolated structure.

```
79
C27H46BrHgNOP2 ωB97M-V with the def2-TZVPD basis set
H 2.192 0.761 1.053
H 0.234 3.313 -1.290
H 0.142 2.449 3.297
C 5.908 -7.933 1.833
H 3.665 -0.232 0.910
H 4.243 -6.805 2.527
Br -1.847 -2.450 -0.118
H 3.775 1.531 0.719
H 5.952 -8.574 2.718
C 1.814 1.520 -3.486
H -2.174 1.885 -6.138
C 2.332 3.842 -0.832
N 6.808 -8.184 0.882
H 0.391 -1.914 1.303
H 0.798 1.632 -3.922
C -2.895 1.981 -2.515
Hg -0.178 -0.249 -1.889
C 1.992 -2.993 0.345
H 2.331 2.491 -3.537
C 2.578 0.372 -4.150
C 3.625 -4.435 -0.779
H -0.044 -2.686 -2.989
H 2.792 -0.640 -1.200
C 2.949 0.442 -0.987
H -3.786 -0.666 -1.536
H -5.887 -1.146 -3.137
H 3.828 0.779 -1.579
H 1.974 4.869 -0.698
H -4.798 -2.330 -3.929
H 2.175 -0.627 -3.938
C 0.741 -2.436 0.399
H 0.862 2.595 0.223
C 1.134 2.868 -0.822
H -4.756 2.366 -1.475
C 3.149 0.649 0.502
C 4.960 -6.927 1.727
H -1.235 0.737 4.349
H -3.283 0.529 -6.451
C -0.477 1.814 2.657
H 2.589 -3.076 1.236
C -0.138 -2.614 -0.710
H 2.518 0.529 -5.233
C 1.768 -3.369 -2.025
H -2.600 1.454 -1.599
H 7.667 -7.607 -0.882
C 6.858 -7.389 -0.170
C -2.268 0.793 -6.115
H 0.596 0.120 2.763
C 4.920 -6.115 0.577
H 2.294 -3.686 -2.924
H -2.843 -1.558 -2.775
C -3.744 -0.937 -2.612
C 3.896 -5.103 0.388
H -1.058 0.651 -4.282
P -3.398 0.598 -3.582
H 4.160 -4.602 -1.704
H 3.640 0.399 -3.865
H -2.038 2.563 -2.919
C -4.109 2.900 -2.195
C -1.626 1.222 3.442
H -1.551 0.376 -6.832
H 2.906 3.796 -1.770
H 2.991 3.595 0.011
H -2.284 2.038 3.745
H -0.828 2.401 1.809
H -5.182 -2.502 -2.209
P 1.534 1.357 -1.686
C -1.982 0.219 -4.714
C 2.485 -3.570 -0.841
O 0.435 0.824 2.110
H 3.235 -4.976 1.264
H -3.762 3.836 -1.714
C 0.430 -2.939 -2.026
C 5.945 -6.330 -0.389
H -4.706 3.170 -3.092
H -1.891 -0.884 -4.764
C -4.988 -1.766 -3.005
H -2.263 0.510 2.892
H 6.068 -5.730 -1.295
```

Properties
energy above the lowest of the compared OMol25 structures with the same formula, charge and spin	210.6	kJ/mol
frontier orbital gap	4.36	eV
net charge	+2
strongest force on any atom	3.02	eV Å⁻¹
electronic energy	-4595.8559	hartree
highest occupied orbital energy	-0.463	hartree

Record 3
The following is a DFT calculation (ωB97M-V with the def2-TZVPD basis set) of C40H45IrN9OPS as an isolated structure.

```
98
C40H45IrN9OPS ωB97M-V with the def2-TZVPD basis set
C -0.171 -1.062 2.835
C 1.245 -2.478 -2.300
C -0.640 2.355 1.838
H -4.266 3.172 -3.524
C -3.525 -1.344 -1.783
C 3.445 -0.995 5.226
N -3.810 0.245 1.114
C 2.534 0.180 -0.796
N -0.995 4.699 1.708
C 0.038 1.175 2.432
H -1.355 -2.854 0.155
H -0.685 2.803 -3.976
N 5.315 0.206 6.116
H -0.634 -2.380 -3.979
H -4.000 -4.544 -2.745
Ir -2.036 0.101 0.178
H -0.632 -0.725 -4.548
C 0.913 -1.189 -3.063
C -1.035 -2.266 2.705
C -2.155 -2.763 -0.563
H 5.311 2.238 5.832
C -4.048 -2.420 -2.492
C -2.210 4.422 1.254
H 2.918 -0.856 -3.932
H 2.738 -1.907 -0.133
C 4.648 -0.924 5.911
H 2.300 -2.547 -2.052
C -2.877 -4.172 2.879
C -2.969 0.959 -1.363
H 2.348 1.657 -4.102
H 1.008 -3.330 -2.940
C 1.139 1.277 3.269
H -0.255 3.742 -2.088
H -2.603 3.156 -1.546
C -3.116 2.274 -1.888
H 3.120 -0.702 1.078
H 1.587 2.242 3.439
N -0.579 0.027 2.178
C 2.445 -0.938 0.253
C 2.634 1.505 -0.030
H -1.314 1.341 -3.220
C 3.568 1.355 4.952
H 0.764 3.898 2.399
H 3.419 1.406 0.723
O -5.985 -0.046 1.985
C 0.920 -1.045 3.692
H 1.705 1.749 0.479
C 0.728 1.904 -2.637
H 1.875 -1.952 -4.815
H 2.978 -1.961 5.106
C -0.218 3.666 2.010
H 2.910 2.335 -0.674
H 1.193 3.449 -1.142
H -3.653 -4.911 3.026
C -3.728 0.054 -2.076
N -0.308 0.113 -0.766
C 3.821 -0.007 -1.604
H -2.880 5.255 1.091
C -4.903 0.098 1.538
H -3.563 2.890 0.527
S -4.609 0.774 -3.359
C 4.765 1.321 5.648
C 2.882 0.168 4.713
H -2.217 -4.841 -1.008
C 1.893 -1.027 -4.232
H -0.286 2.546 -0.796
C -0.423 1.795 -3.650
H 3.915 -1.019 -1.990
H 0.661 -2.575 -1.383
C 0.329 2.967 -1.590
N -2.183 -2.064 2.068
H 1.722 3.286 -3.925
H 3.192 2.311 4.620
C 1.638 0.134 3.893
H 3.924 0.691 -2.429
C -2.604 3.121 0.964
H -1.273 -1.092 -2.951
C 1.982 2.376 -3.378
H 1.435 -1.013 0.650
C -0.749 -3.504 3.276
C -2.623 -3.867 -1.234
N -1.795 2.102 1.206
C -3.612 -3.695 -2.200
H 2.793 2.631 -2.701
C -3.978 2.309 -2.948
H -4.079 -2.785 1.724
H 5.100 -1.825 6.308
C -3.123 -2.989 2.192
H -0.127 1.237 -4.533
N -2.628 -1.527 -0.778
H 4.669 0.155 -0.934
C -0.494 -1.343 -3.669
H 1.589 -0.226 -4.901
N -1.668 -4.458 3.355
H 1.183 -1.947 4.221
H -4.761 -2.237 -3.283
H 0.232 -3.746 3.662
P 0.906 0.222 -1.781
```

Properties
energy above the lowest of the compared OMol25 structures with the same formula, charge and spin	71.5	kJ/mol
expectation value of S²	0.76
frontier orbital gap (alpha / beta)	6.93 / 6.39	eV
net charge	+1
strongest force on any atom	2.90	eV Å⁻¹
electronic energy	-2962.9831	hartree
highest occupied orbital energy (alpha / beta)	-0.386 / -0.378	hartree
spin multiplicity	2